Entry from the Open Molecules 2025 dataset: a molecular structure, C75H110F16N19O35S16 at a distorted geometry (ωB97M-V/def2-TZVPD).

Last column: Löwdin charge in e.
Cartesian coordinates (Å):
C: 7.60225 3.87203 1.23501  0.040
C: 8.81387 4.21160 2.16250  -0.464
C: 9.16069 5.65758 2.21323  -0.128
C: 8.13334 6.55522 2.88731  -0.149
C: 8.05306 6.12580 4.35034  -0.139
C: 7.53641 4.75349 4.54926  -0.380
N: 8.49808 3.83787 3.59938  0.097
O: 8.89063 2.72613 4.06327  0.193
C: 6.09177 4.58828 4.10767  -0.004
C: 7.75979 4.21247 6.03840  0.010
C: 10.04432 3.43504 1.91037  -0.026
H: 7.99883 3.91232 0.19198  0.127
H: 6.84071 4.59749 1.46199  0.044
H: 7.30220 2.84625 1.31325  0.054
H: 9.28802 5.98576 1.16117  0.158
H: 10.05581 5.81130 2.81344  0.136
H: 7.16446 6.51135 2.40318  0.098
H: 8.53719 7.54775 2.81640  0.126
H: 7.44941 6.89759 4.87075  0.158
H: 9.07730 6.06478 4.71976  0.135
H: 6.01587 5.14793 3.18958  0.062
H: 5.42040 4.92233 4.90283  0.121
H: 5.87676 3.51991 3.95217  0.066
H: 7.30471 3.24731 6.26957  0.086
H: 7.20716 4.97549 6.60895  0.103
H: 8.79274 4.10816 6.38890  0.095
H: 9.89710 2.36062 2.03193  0.095
H: 10.87379 3.61969 2.61104  0.115
H: 10.36904 3.69796 0.91193  0.113
C: 1.92960 -1.55017 7.28763  -0.010
C: 0.91509 -2.30335 6.43707  -0.442
C: 0.07995 -1.29910 5.65175  -0.103
C: -0.50965 -1.77789 4.28521  -0.136
C: 0.67523 -2.21044 3.38786  -0.115
C: 1.39594 -3.42900 3.98889  -0.428
N: 1.76355 -3.04623 5.38905  0.085
O: 2.89447 -3.43387 5.78759  0.204
C: 2.68921 -3.65337 3.14177  0.018
C: 0.46092 -4.60770 3.99098  0.027
C: 0.13753 -3.29250 7.27441  0.012
H: 2.55314 -2.22764 7.84430  0.091
H: 1.33973 -1.06378 8.07533  0.113
H: 2.49665 -0.78974 6.74274  0.086
H: 0.63105 -0.37723 5.42946  0.121
H: -0.74105 -0.96889 6.31616  0.138
H: -0.89122 -0.82604 3.93863  0.084
H: -1.32605 -2.48333 4.36277  0.103
H: 1.23084 -1.26243 3.25993  0.097
H: 0.26394 -2.49394 2.41382  0.104
H: 3.38684 -2.82198 3.18105  0.088
H: 2.37574 -3.86747 2.12323  0.072
H: 3.18743 -4.58474 3.43821  0.099
H: -0.46193 -4.38261 4.53042  0.092
H: 0.92115 -5.53319 4.32441  0.112
H: 0.24121 -4.77606 2.93670  0.079
H: 0.66532 -4.23231 7.40843  0.099
H: -0.76319 -3.62797 6.71749  0.100
H: -0.20418 -2.87287 8.22451  0.114
C: 2.71776 -3.69283 -0.84532  -0.012
C: 3.96959 -3.17688 -1.52645  -0.466
C: 4.13521 -4.00179 -2.82597  -0.114
C: 5.24718 -3.47190 -3.73407  -0.139
C: 4.74993 -2.06545 -4.18008  -0.139
C: 4.60823 -1.03058 -3.10505  -0.288
N: 3.70380 -1.80134 -1.85199  0.053
O: 2.98231 -1.06923 -1.26177  0.140
C: 3.56368 0.09600 -3.63020  -0.001
C: 5.91505 -0.43120 -2.54457  0.015
C: 5.22646 -3.16309 -0.64696  0.044
H: 2.85075 -4.63373 -0.28309  0.114
H: 1.87570 -3.81728 -1.56308  0.092
H: 2.39927 -2.98805 -0.04121  0.084
H: 3.20817 -4.13022 -3.37413  0.111
H: 4.52214 -4.94455 -2.46075  0.136
H: 5.28383 -4.08124 -4.63543  0.124
H: 6.23798 -3.54727 -3.22404  0.120
H: 3.75523 -2.19089 -4.66958  0.108
H: 5.51197 -1.69459 -4.89179  0.149
H: 3.36298 0.83992 -2.87360  0.044
H: 2.58553 -0.24497 -3.97388  0.046
H: 4.07958 0.65255 -4.40575  0.092
H: 5.94203 -0.06841 -1.51485  0.084
H: 6.05165 0.41685 -3.24582  0.084
H: 6.67062 -1.18430 -2.79730  0.090
H: 5.26086 -4.09210 -0.08144  0.113
H: 5.16937 -2.40170 0.11539  0.073
H: 6.13814 -3.02952 -1.23358  0.088
C: -7.57194 -11.26482 -6.63902  0.034
N: -7.34116 -10.23921 -5.61118  -0.093
C: -7.33631 -10.67233 -4.33643  0.024
C: -7.27093 -9.71704 -3.30151  0.058
C: -7.10594 -8.39204 -3.65616  -0.129
C: -7.09935 -7.97589 -4.98646  0.079
C: -7.29387 -8.94913 -5.97651  0.054
C: -6.85411 -7.42692 -2.53361  -0.112
C: -7.83786 -7.28660 -1.57508  0.005
C: -7.53764 -6.52379 -0.49750  -0.003
N: -6.34579 -5.89597 -0.37383  -0.049
C: -5.36924 -5.96063 -1.31063  0.004
C: -5.57158 -6.82033 -2.35367  0.067
C: -6.07382 -4.98545 0.75901  0.031
H: -7.51446 -10.88698 -7.62997  0.096
H: -8.55596 -11.68929 -6.48963  0.114
H: -6.82516 -12.03681 -6.47875  0.113
H: -7.45152 -11.73083 -4.13835  0.153
H: -7.18365 -10.13632 -2.28906  0.149
H: -7.00522 -6.91430 -5.23935  0.095
H: -7.30089 -8.71987 -7.02070  0.148
H: -8.77692 -7.78916 -1.64966  0.145
H: -8.16650 -6.45282 0.37881  0.152
H: -4.46908 -5.39604 -1.08533  0.114
H: -4.83065 -6.95813 -3.12667  0.134
H: -5.21172 -5.37626 1.30155  0.105
H: -6.92670 -4.89191 1.44407  0.116
H: -5.84805 -4.00087 0.36970  0.078
C: -3.18136 -2.34024 -1.11040  0.035
N: -2.03056 -1.59858 -0.55671  -0.037
C: -2.20945 -0.75500 0.45659  0.010
C: -1.22619 0.11123 0.82054  0.061
C: 0.01871 -0.02254 0.17259  -0.107
C: 0.21237 -0.94339 -0.83538  0.028
C: -0.85038 -1.72496 -1.18148  -0.019
C: 1.06321 0.87239 0.65190  -0.127
C: 1.87177 1.46147 -0.29815  0.032
C: 2.88566 2.29034 0.08889  0.007
N: 3.01449 2.53816 1.40139  -0.028
C: 2.21014 2.01845 2.32104  -0.013
C: 1.26809 1.08156 1.98975  0.045
C: 4.04354 3.45306 1.89776  -0.019
H: -3.62497 -1.61254 -1.79076  0.089
H: -3.89974 -2.65157 -0.34214  0.084
H: -2.69969 -3.24841 -1.51993  0.059
H: -3.17241 -0.75018 0.94079  0.122
H: -1.31641 0.93149 1.51902  0.114
H: 1.10807 -0.91942 -1.44405  0.092
H: -0.86995 -2.43911 -2.00194  0.146
H: 1.67353 1.39439 -1.35794  0.107
H: 3.67598 2.65543 -0.55927  0.118
H: 2.29320 2.49921 3.28432  0.110
H: 0.60501 0.66238 2.73110  0.118
H: 4.32676 3.22675 2.91407  0.034
H: 3.64560 4.48902 1.92969  0.099
H: 4.96638 3.44296 1.32886  0.075
C: -7.59692 -0.69099 -1.88990  0.049
N: -7.22518 0.35732 -0.87171  -0.047
C: -7.20466 1.61831 -1.28016  0.004
C: -6.88811 2.60753 -0.36508  0.050
C: -6.58606 2.21990 0.93308  -0.122
C: -6.64354 0.87066 1.32720  0.073
C: -6.93613 -0.05518 0.35645  0.009
C: -6.06728 3.22826 1.89970  -0.100
C: -4.94075 3.99301 1.54312  0.072
C: -4.54920 5.00410 2.39641  0.024
N: -5.12072 5.10943 3.60647  -0.074
C: -6.18088 4.36479 3.96048  0.009
C: -6.67437 3.38694 3.16471  0.045
C: -4.56533 5.98896 4.57228  0.009
H: -7.98607 -0.19822 -2.77747  0.106
H: -8.29763 -1.33897 -1.36806  0.102
H: -6.70539 -1.29365 -2.11218  0.085
H: -7.42600 1.85561 -2.31370  0.139
H: -6.77850 3.65643 -0.58716  0.136
H: -6.47617 0.50468 2.34257  0.116
H: -7.03882 -1.09522 0.60100  0.142
H: -4.38079 3.83070 0.66610  0.088
H: -3.69961 5.65799 2.25093  0.133
H: -6.49750 4.42766 4.96927  0.144
H: -7.40625 2.68568 3.49491  0.138
H: -5.22691 6.01215 5.44392  0.114
H: -4.45468 6.95619 4.07457  0.125
H: -3.60157 5.70800 4.97634  0.098
C: -0.63604 2.55638 -7.96318  0.032
N: -0.16892 3.18382 -6.74592  -0.105
C: 1.14488 3.42903 -6.58740  0.026
C: 1.55830 4.18013 -5.51139  0.068
C: 0.60012 4.61065 -4.57544  -0.122
C: -0.72819 4.34974 -4.74361  0.057
C: -1.08087 3.63768 -5.89890  0.017
C: 1.01775 5.27952 -3.29721  -0.130
C: 1.90179 6.33793 -3.32187  0.041
C: 2.22384 6.91705 -2.13504  0.002
N: 1.67808 6.48600 -0.97465  -0.048
C: 0.86836 5.41442 -0.90662  0.028
C: 0.54926 4.78438 -2.08764  0.037
C: 2.24190 7.07915 0.23028  0.018
H: 0.26043 2.03914 -8.37630  0.119
H: -0.93543 3.36135 -8.67562  0.135
H: -1.36083 1.81543 -7.66590  0.102
H: 1.82752 3.07635 -7.34428  0.150
H: 2.61108 4.44874 -5.36160  0.123
H: -1.51548 4.63132 -4.05698  0.129
H: -2.09833 3.51084 -6.18694  0.156
H: 2.30706 6.76262 -4.23190  0.153
H: 2.93563 7.72806 -2.04832  0.135
H: 0.49445 5.02516 0.03143  0.122
H: -0.07996 3.88774 -2.10180  0.117
H: 2.99537 6.38311 0.58172  0.075
H: 1.52401 7.18481 1.05515  0.100
H: 2.66535 8.07533 0.06906  0.122
N: 0.32236 -0.90130 -4.05906  -0.331
S: -0.66682 0.26550 -4.04779  0.556
O: -1.82143 0.04721 -3.15382  -0.279
O: -1.00595 0.89701 -5.27375  -0.263
F: 0.39058 1.34369 -3.35137  -0.222
S: 0.65202 -2.17734 -5.01394  0.638
O: 1.70094 -1.89636 -5.98409  -0.273
O: -0.41134 -3.08895 -5.21415  -0.227
F: 1.47621 -2.89141 -3.72208  -0.254
N: -2.11474 -5.11914 -0.89088  -0.354
S: -1.56957 -5.03631 0.54287  0.460
O: -0.50701 -3.99541 0.67317  -0.326
O: -1.24069 -6.33358 1.04120  -0.263
F: -2.83185 -4.58963 1.24400  -0.128
S: -1.71369 -5.84739 -2.28520  0.504
O: -2.02118 -7.23931 -2.17021  -0.250
O: -0.45427 -5.41783 -2.76738  -0.250
F: -2.76793 -5.05282 -3.05131  -0.145
N: 5.31918 1.16614 3.26992  -0.319
S: 4.57196 0.54403 4.54123  0.544
O: 5.44482 -0.35114 5.25509  -0.256
O: 3.21863 0.03956 4.22046  -0.315
F: 4.38966 1.83817 5.38523  -0.133
S: 6.14477 0.32932 2.26813  0.514
O: 5.75978 -1.00163 2.15800  -0.250
O: 7.51506 0.71656 2.29424  -0.255
F: 5.45988 0.93214 0.82353  -0.244
N: 5.43416 4.51307 -1.62511  -0.308
S: 4.79127 3.94132 -2.98471  0.592
O: 5.42427 2.65961 -3.34493  -0.289
O: 4.61114 4.97340 -3.97954  -0.287
F: 3.27528 3.57510 -2.53141  -0.208
S: 5.83640 6.01390 -1.43927  0.484
O: 4.99202 6.85578 -2.24966  -0.296
O: 7.24340 6.20662 -1.46308  -0.241
F: 5.34487 6.18338 0.04509  -0.184
N: -7.50692 -3.84182 -3.15304  -0.315
S: -8.97299 -4.48936 -3.23781  0.565
O: -8.80286 -5.74412 -3.99115  -0.305
O: -9.87890 -3.44166 -3.61296  -0.262
F: -9.35229 -4.79020 -1.74307  -0.164
S: -6.41798 -3.91779 -4.26896  0.438
O: -6.34371 -2.71332 -5.06216  -0.247
O: -6.56640 -5.10757 -5.00346  -0.296
F: -5.18523 -4.09291 -3.40460  -0.140
N: 0.64380 5.33463 3.07145  -0.323
S: -0.61975 4.39146 3.13287  0.561
O: -1.80044 5.20582 3.47962  -0.306
O: -0.33591 3.12838 3.80902  -0.292
F: -0.72028 3.95836 1.59974  -0.198
S: 1.74754 5.47043 4.24577  0.490
O: 2.44058 4.24083 4.47747  -0.292
O: 1.28271 6.22666 5.38280  -0.247
F: 2.67109 6.38192 3.46357  -0.138
N: -4.50900 2.41784 -3.36176  -0.297
S: -4.91603 1.04838 -4.00920  0.433
O: -4.71065 -0.02922 -3.04719  -0.329
O: -4.31687 0.84368 -5.29460  -0.250
F: -6.38638 1.15204 -4.13563  -0.106
S: -3.63504 2.69674 -2.03957  0.506
O: -2.29478 2.96922 -2.40443  -0.290
O: -3.87313 1.83191 -0.91450  -0.284
F: -4.31762 4.08497 -1.67732  -0.183
N: -4.17385 -0.75791 3.37162  -0.332
S: -3.81555 0.52494 4.30703  0.530
O: -3.24805 0.15997 5.56313  -0.254
O: -5.00034 1.38453 4.38851  -0.298
F: -2.74435 1.21032 3.45522  -0.141
S: -4.94411 -2.06782 3.56836  0.479
O: -6.30327 -1.85923 3.85398  -0.262
O: -4.19262 -3.13280 4.18026  -0.273
F: -4.98216 -2.36565 1.94501  -0.257

Output
Calculated total energy   -14565.3040 Eh
Spin multiplicity   1
LUMO level   -7.3 eV
Total charge   +3